Formula: C27H26IrN5O3S2
Source: the Open Molecules 2025 dataset
Level of theory: ωB97M-V/def2-TZVPD

XYZ file:
```
64
C27H26IrN5O3S2 (ωB97M-V/def2-TZVPD)
Ir 0.675 1.763 0.242
O -1.139 -5.048 -2.522
C -0.514 -4.713 -3.443
O 0.074 -4.426 -4.398
C 0.302 -2.338 -2.047
C 0.902 -1.187 -2.613
C 1.054 0.004 -1.925
N 0.550 0.091 -0.681
C -0.028 -0.946 -0.046
C -0.114 -2.156 -0.707
C -0.525 -0.605 1.303
C -1.173 -1.502 2.137
C -1.608 -1.079 3.382
C -1.389 0.234 3.773
C -0.740 1.084 2.901
N -0.319 0.678 1.697
C 1.697 1.259 -2.375
C 2.316 1.407 -3.602
C 2.892 2.625 -3.929
C 2.840 3.669 -3.020
C 2.210 3.463 -1.808
N 1.654 2.290 -1.493
H 1.255 -1.227 -3.639
H -0.543 -2.999 -0.171
H -1.331 -2.520 1.810
H -2.114 -1.770 4.043
H -1.710 0.599 4.738
H -0.539 2.117 3.155
H 2.347 0.576 -4.291
H 3.378 2.755 -4.886
H 3.276 4.633 -3.239
H 2.139 4.247 -1.066
N -3.407 2.119 0.726
C -2.570 1.797 -0.243
S -1.187 2.840 -0.576
N -2.773 0.742 -1.008
C -3.923 -0.130 -0.947
C -5.197 0.398 -1.108
C -6.289 -0.457 -1.067
C -6.101 -1.821 -0.893
C -4.819 -2.338 -0.767
C -3.720 -1.492 -0.789
H -3.243 2.960 1.255
H -4.267 1.606 0.868
H -2.098 0.588 -1.746
H -5.336 1.455 -1.302
H -7.286 -0.057 -1.198
H -6.954 -2.484 -0.877
H -4.670 -3.405 -0.664
H -2.715 -1.888 -0.721
O 2.538 1.050 0.898
S 2.859 0.681 2.374
C 4.561 1.267 2.595
C 5.374 0.056 3.039
C 4.861 -1.117 2.207
C 3.340 -1.070 2.323
H 4.563 2.107 3.286
H 4.847 1.606 1.597
H 5.226 -0.136 4.104
H 6.436 0.244 2.888
H 5.241 -2.071 2.567
H 5.163 -1.009 1.164
H 2.980 -1.515 3.252
H 2.794 -1.503 1.483
```

Calculated values
energy relative to the best compared isomer or geometry (same formula, charge and spin): 12.62 kcal per mole
E_LUMO: -6.6 eV
net charge: +2
M: 724.89 g/mol
Kohn-Sham gap: 0.2072 Eh